Formula: CH5BO2S
Source: the Open Molecules 2025 dataset
Level of theory: ωB97M-V/def2-TZVPD

Cartesian coordinates (Å):
B  -1.06660  -0.71745  0.17414
C  1.54495  0.76504  0.06750
O  -1.62942  -1.84545  0.18405
O  1.19087  -0.57578  0.07824
S  -1.61029  0.93741  -0.07195
H  1.10100  1.18753  1.04535
H  1.33384  1.23855  -0.79817
H  2.72836  0.91383  0.13208
H  -1.32383  -2.69649  0.36839
H  -2.26889  0.79282  -1.17964

**Energy**: -614.55484 hartree
**ΔE to the lowest compared entry with this formula, charge and spin**: 5.130 eV
**Charge**: 0